(1)
Density functional theory data (ωB97M-V with the def2-TZVPD basis set) for one molecule with the formula C12H22N4O2.

Each line ends with the natural charge from an NBO analysis.
Cartesian coordinates (Å):
O1 2.093 -1.268 -2.238  -0.671
O2 -3.098 2.094 -0.257  -0.668
C1 1.327 -1.009 -1.324  0.783
C2 -2.201 1.363 -0.013  0.791
N1 0.006 -1.077 -1.526  -0.460
N2 -1.894 0.256 -0.817  -0.477
N3 1.957 -0.538 -0.195  -0.480
N4 -1.567 1.671 1.134  -0.461
C3 -0.364 -2.126 -2.467  -0.413
C4 -2.682 0.021 -2.052  -0.423
C5 3.322 0.007 -0.223  -0.418
C6 -1.979 2.732 2.113  -0.394
C7 1.687 -2.306 1.344  -0.612
C8 0.752 2.046 0.678  -0.627
C9 -0.932 -0.761 -0.380  0.154
C10 1.372 -0.857 1.082  -0.027
C11 -0.236 1.025 1.358  -0.017
C12 -0.132 -0.459 0.961  -0.237
H1 0.051 -1.798 -3.440  0.237
H2 0.055 -3.154 -2.256  0.198
H3 -1.450 -2.139 -2.480  0.201
H4 -3.451 0.771 -2.223  0.255
H5 -3.277 -0.881 -2.006  0.195
H6 -1.962 0.134 -2.864  0.210
H7 3.385 1.033 -0.651  0.205
H8 3.845 -0.081 0.733  0.201
H9 3.878 -0.656 -0.938  0.239
H10 -2.716 2.327 2.800  0.201
H11 -1.129 3.050 2.686  0.198
H12 -2.368 3.680 1.763  0.227
H13 2.724 -2.356 1.830  0.218
H14 1.516 -2.915 0.478  0.212
H15 0.910 -2.739 1.996  0.207
H16 0.453 3.076 0.912  0.215
H17 1.784 1.867 0.985  0.203
H18 0.672 2.025 -0.442  0.217
H19 -1.553 -1.705 -0.218  0.181
H20 1.836 -0.505 1.913  0.213
H21 0.044 1.085 2.449  0.199
H22 -0.676 -0.935 1.795  0.224

The value obtained for the HOMO energy is -8.7 eV. The energy relative to the best compared isomer or geometry (same formula, charge and spin) comes out at 3.407 eV. As for the charge: 0.

=====

(2)
Density functional theory data (ωB97M-V with the def2-TZVPD basis set) for one molecule with the formula C12H22N4O4S2.

Each line ends with the natural charge from an NBO analysis.
Cartesian coordinates (Å):
O1 -3.277 0.410 -4.659  -0.604
O2 1.056 2.736 3.985  -0.652
O3 1.435 0.067 -5.011  -0.612
O4 0.086 -1.549 4.336  -0.610
S1 -1.350 -0.033 -0.598  0.090
S2 -0.340 1.477 0.314  0.141
C1 -2.358 -0.283 -4.284  0.677
C2 -0.116 2.792 3.861  0.683
C3 0.907 -0.716 -4.229  0.678
C4 0.446 -0.408 4.143  0.669
N1 0.923 -2.039 -4.419  -0.623
N2 1.460 0.185 4.861  -0.624
N3 -1.302 0.333 -3.708  -0.607
N4 -0.832 1.713 3.493  -0.611
C5 -2.491 -1.787 -4.277  -0.733
C6 -0.792 4.105 4.162  -0.726
C7 1.688 -2.684 -5.473  -0.412
C8 2.147 -0.514 5.945  -0.420
C9 -0.326 -0.930 -1.887  -0.530
C10 0.522 0.751 1.726  -0.590
C11 -0.098 -0.178 -3.087  -0.169
C12 -0.244 0.443 3.007  -0.145
H1 0.465 -2.741 -3.805  0.399
H2 1.743 1.071 4.577  0.427
H3 -1.206 1.359 -3.868  0.421
H4 -1.808 1.862 3.523  0.402
H5 -2.809 -1.941 -5.271  0.250
H6 -3.219 -2.158 -3.523  0.245
H7 -1.684 -2.494 -4.163  0.203
H8 -0.061 4.911 3.957  0.249
H9 -1.647 4.354 3.564  0.222
H10 -1.061 4.330 5.261  0.245
H11 1.190 -3.728 -5.446  0.191
H12 1.575 -2.180 -6.469  0.229
H13 2.740 -2.876 -5.297  0.205
H14 2.716 -1.416 5.680  0.203
H15 1.424 -0.948 6.686  0.209
H16 2.782 0.199 6.452  0.208
H17 0.692 -1.015 -1.354  0.237
H18 -0.666 -1.934 -2.120  0.221
H19 1.450 1.243 2.087  0.259
H20 0.869 -0.257 1.430  0.236
H21 0.436 0.657 -2.727  0.230
H22 -1.063 -0.189 2.626  0.241

The value obtained for the HOMO energy is -9.3 eV. The energy relative to the best compared isomer or geometry (same formula, charge and spin) comes out at 0.000 eV. As for the charge: 0.

=====

(3)
Density functional theory data (ωB97M-V with the def2-TZVPD basis set) for one molecule with the formula C12H22N4O5.

Each line ends with the natural charge from an NBO analysis.
Cartesian coordinates (Å):
O1 1.586 1.666 0.449  -0.686
O2 -0.293 0.716 -4.099  -0.639
O3 -1.801 0.668 1.169  -0.641
O4 -0.557 -3.844 2.169  -0.623
O5 2.094 -0.725 1.936  -0.755
C1 0.776 2.581 0.181  0.697
C2 -1.286 1.404 -4.263  0.670
C3 -1.015 0.277 0.295  0.679
C4 0.163 -3.041 1.599  0.666
N1 -1.714 1.684 -5.482  -0.809
N2 1.227 -3.399 0.853  -0.620
N3 -0.257 2.438 -0.609  -0.585
N4 -0.336 -0.878 0.438  -0.608
C5 0.882 3.935 0.850  -0.710
C6 1.748 -4.733 0.777  -0.415
C7 -2.017 2.057 -3.078  -0.496
C8 -2.035 1.215 -1.769  -0.393
C9 1.293 -1.723 3.884  -0.618
C10 -0.717 1.098 -0.963  -0.136
C11 -0.194 -1.561 1.742  -0.152
C12 0.884 -0.911 2.632  0.092
H1 1.926 -0.034 1.290  0.505
H2 -2.538 2.225 -5.616  0.397
H3 -1.162 1.250 -6.235  0.418
H4 1.880 -2.684 0.656  0.405
H5 -0.911 3.221 -0.730  0.404
H6 0.210 -1.194 -0.356  0.407
H7 -0.087 4.302 1.239  0.226
H8 1.202 4.699 0.100  0.231
H9 1.599 3.930 1.665  0.248
H10 0.894 -5.428 0.709  0.224
H11 2.229 -4.916 1.716  0.195
H12 2.420 -4.852 -0.068  0.207
H13 -1.520 2.980 -2.928  0.222
H14 -3.046 2.258 -3.342  0.214
H15 -2.810 1.589 -1.086  0.231
H16 -2.358 0.215 -2.026  0.227
H17 1.736 -2.682 3.630  0.210
H18 0.428 -1.846 4.498  0.213
H19 2.020 -1.145 4.458  0.223
H20 0.058 0.603 -1.543  0.238
H21 -1.139 -1.497 2.308  0.258
H22 0.540 0.083 2.949  0.180

The value obtained for the HOMO energy is -9.0 eV. The energy relative to the best compared isomer or geometry (same formula, charge and spin) comes out at 0.003 eV. As for the charge: 0.

=====

(4)
Density functional theory data (ωB97M-V with the def2-TZVPD basis set) for one molecule with the formula C12H22NP.

Each line ends with the natural charge from an NBO analysis.
Cartesian coordinates (Å):
C1 -1.396 -0.988 -1.624  -0.269
C2 -1.717 -2.270 -1.155  -0.129
C3 3.243 0.491 0.922  -0.138
C4 1.980 0.907 0.729  -0.326
C5 -1.877 0.190 -0.747  0.298
C6 -1.305 -3.480 -1.862  -0.653
C7 3.901 -0.622 0.181  -0.653
C8 1.555 2.096 1.598  -0.629
C9 -0.164 1.906 -1.558  -0.608
C10 -3.512 1.241 0.697  -0.431
C11 0.093 -0.875 1.512  -0.921
C12 -0.652 1.079 -0.402  -0.560
N1 -3.062 0.317 -0.294  -0.437
P1 0.743 -0.143 -0.056  0.816
H1 -0.787 -0.808 -2.466  0.214
H2 -2.077 -2.287 -0.148  0.205
H3 3.849 1.006 1.638  0.186
H4 -2.157 -4.010 -2.279  0.227
H5 -0.621 -3.453 -2.683  0.224
H6 -0.878 -4.086 -0.964  0.212
H7 4.326 -1.322 0.849  0.212
H8 4.712 -0.270 -0.455  0.218
H9 3.142 -1.103 -0.430  0.225
H10 0.944 2.763 1.091  0.206
H11 1.193 1.750 2.466  0.206
H12 2.484 2.659 1.877  0.206
H13 0.191 1.141 -2.277  0.206
H14 -0.814 2.596 -1.947  0.216
H15 0.721 2.357 -1.364  0.211
H16 -4.250 2.027 0.195  0.205
H17 -2.784 1.838 1.293  0.169
H18 -4.055 0.657 1.412  0.208
H19 -0.579 -1.647 1.375  0.223
H20 -0.365 -0.066 2.203  0.208
H21 0.779 -1.248 2.146  0.229
H22 -0.805 1.659 0.527  0.223

The value obtained for the HOMO energy is -8.0 eV. The energy relative to the best compared isomer or geometry (same formula, charge and spin) comes out at 0.000 eV. As for the charge: 0.

=====

(5)
Density functional theory data (ωB97M-V with the def2-TZVPD basis set) for C12H22NaO12 as an isolated structure.

Each line ends with the natural charge from an NBO analysis.
Cartesian coordinates (Å):
Na1 -16.001 -14.562 18.621  0.996
C1 -15.789 -20.556 15.074  -0.099
C2 -17.199 -21.013 15.343  -0.101
O1 -17.906 -19.890 15.911  -0.480
C3 -17.150 -18.766 15.685  0.981
O2 -17.462 -17.611 15.896  -0.604
O3 -15.943 -19.137 15.086  -0.499
H1 -15.486 -20.979 14.116  0.214
H2 -15.132 -20.863 15.888  0.188
H3 -17.242 -21.844 16.048  0.205
H4 -17.764 -21.321 14.464  0.197
C4 -17.994 -18.061 22.348  -0.252
O4 -17.871 -16.670 22.249  -0.512
C5 -18.110 -15.982 23.379  0.982
O5 -18.759 -16.317 24.363  -0.593
O6 -17.519 -14.709 23.152  -0.521
C6 -17.764 -13.734 24.017  -0.258
H5 -19.038 -18.302 22.549  0.206
H6 -17.255 -18.370 23.087  0.197
H7 -17.709 -18.376 21.344  0.189
H8 -16.867 -13.147 24.210  0.185
H9 -17.991 -14.143 25.002  0.201
H10 -18.569 -13.081 23.678  0.179
C7 -22.992 -11.192 19.823  -0.257
O7 -21.691 -11.772 19.822  -0.512
C8 -21.359 -13.025 19.434  1.007
O8 -20.177 -13.289 19.351  -0.644
O9 -22.444 -13.858 19.291  -0.526
C9 -22.298 -15.278 19.274  -0.252
H11 -23.698 -11.647 20.518  0.199
H12 -23.351 -11.469 18.832  0.186
H13 -22.899 -10.106 19.803  0.213
H14 -23.309 -15.677 19.202  0.207
H15 -21.894 -15.606 20.232  0.188
H16 -21.725 -15.715 18.456  0.193
C10 -15.647 -12.977 12.997  -0.264
O10 -14.168 -12.938 13.011  -0.495
C11 -13.465 -12.948 14.160  1.006
O11 -13.961 -13.228 15.298  -0.720
O12 -12.177 -12.762 13.859  -0.484
C12 -11.165 -13.079 14.863  -0.261
H17 -15.937 -14.020 12.873  0.193
H18 -16.163 -12.589 12.119  0.215
H19 -16.116 -12.572 13.894  0.200
H20 -11.516 -13.019 15.893  0.198
H21 -10.387 -12.319 14.791  0.214
H22 -10.920 -14.132 14.727  0.199

The value obtained for the HOMO energy is -13.0 eV. The energy relative to the best compared isomer or geometry (same formula, charge and spin) comes out at 3.426 eV. As for the charge: +1.

=====

Molar mass values (in Da) by entry order: 254.33; 350.47; 302.33; 211.29; 381.29.